No. 1
The following is a quantum chemistry calculation of a molecular structure, C5H8Cl2N2 at a distorted geometry, from the OMol25 dataset.

Summary:
Strongest force on any atom: 5.1 eV/Å
Orbital gap: 10.46 eV
Energy above the lowest of the compared OMol25 structures with the same formula, charge and spin: 63.0 kcal/mol
Charge: 0

Geometry as XYZ:
```
17
Properties=species:S:1:pos:R:3:mulliken_charge:R:1
C 1.87 -0.33 -0.52 -0.33
C -2.20 0.03 0.16 0.15
C 0.55 1.36 0.66 -1.37
C 0.69 -0.10 0.40 0.19
C -0.49 -0.69 -0.30 -0.37
N 1.76 -0.79 -1.66 -0.52
N -2.82 -0.60 1.02 -0.45
Cl -2.61 1.37 -0.95 -0.17
Cl -0.57 -2.39 0.04 -0.16
H 2.77 -0.09 -0.01 0.44
H 0.72 1.81 -0.32 0.39
H -0.42 1.53 1.09 0.40
H 1.46 1.61 1.30 0.33
H 0.85 -0.87 1.27 0.34
H -0.49 -0.42 -1.28 0.59
H 2.70 -1.14 -2.13 0.25
H -3.78 -0.29 1.24 0.29
```

---

No. 2
The following is a quantum chemistry calculation of a molecular structure, C31H29N7TeY, from the OMol25 dataset.

Summary:
Strongest force on any atom: 0.6 eV/Å
Orbital gap: 7.52 eV
Energy above the lowest of the compared OMol25 structures with the same formula, charge and spin: 8.3 kcal/mol
Charge: +1

Geometry as XYZ:
```
69
Properties=species:S:1:pos:R:3:mulliken_charge:R:1
Y 0.27 -1.54 0.13 0.69
C -1.12 -3.74 -0.41 -0.74
C -0.32 -3.49 -1.55 -0.60
C 1.02 -3.71 -1.18 -0.55
C 1.05 -4.08 0.17 -0.78
C -0.28 -4.11 0.65 -0.40
H -2.20 -3.70 -0.38 0.56
H -0.68 -3.21 -2.53 0.58
H 1.88 -3.64 -1.83 0.65
H 1.93 -4.35 0.74 0.62
H -0.59 -4.39 1.64 0.60
N -2.92 -1.73 3.56 0.10
C -2.68 -1.52 2.26 -0.59
N -1.38 -1.53 2.05 0.22
C -0.86 -1.78 3.30 0.13
N -1.77 -1.90 4.23 -0.70
C 0.58 -1.92 3.51 0.09
C 1.14 -1.96 4.78 -0.46
N 2.45 -2.06 4.96 -0.57
C 3.20 -2.11 3.86 -0.48
C 2.65 -2.08 2.59 -0.49
N 1.33 -1.99 2.42 0.80
H -3.80 -1.79 4.04 0.20
H -3.46 -1.39 1.53 0.63
H 0.51 -1.91 5.66 0.49
H 4.27 -2.17 4.00 0.41
H 3.27 -2.12 1.70 0.46
C 2.12 -0.96 -2.84 -1.43
N 1.89 -0.67 -1.43 0.54
C 2.76 0.09 -0.83 -0.63
C 2.51 0.61 0.47 0.43
C 3.31 1.40 1.31 -1.03
C 2.52 1.70 2.42 -1.00
C 1.28 1.09 2.20 -0.56
N 1.26 0.43 1.03 0.49
C 1.30 -0.06 -3.74 0.72
C 0.58 -0.60 -4.80 -0.51
C -0.16 0.22 -5.64 -0.70
C -0.18 1.59 -5.45 -0.58
C 0.55 2.14 -4.40 -0.42
C 1.28 1.32 -3.55 -0.10
H 1.81 -1.99 -3.04 0.26
H 3.18 -0.88 -3.10 0.42
H 3.69 0.35 -1.33 0.41
H 4.32 1.71 1.11 0.59
H 2.80 2.31 3.27 0.51
H 0.41 1.12 2.84 0.54
H 0.58 -1.67 -4.96 0.39
H -0.72 -0.22 -6.46 0.41
H -0.75 2.23 -6.11 0.41
H 0.56 3.21 -4.25 0.46
H 1.84 1.76 -2.74 0.40
C -0.68 2.39 -0.92 -0.57
Te -1.59 0.55 -1.54 0.07
C -3.20 1.12 -0.23 -0.71
C -2.99 2.59 0.05 0.47
C -4.00 3.35 0.65 -0.73
C -3.80 4.69 0.93 -0.57
C -2.58 5.28 0.62 -0.63
C -1.58 4.54 0.02 -0.63
C -1.78 3.19 -0.27 0.58
H -0.30 2.88 -1.81 0.47
H 0.13 2.16 -0.24 0.01
H -3.13 0.55 0.70 -0.01
H -4.15 0.91 -0.71 0.59
H -4.95 2.89 0.88 0.46
H -4.59 5.27 1.39 0.41
H -2.42 6.33 0.84 0.42
H -0.64 5.01 -0.23 0.47
```

---

No. 3
The following is a quantum chemistry calculation of a gas-phase ion, C9H17BIO3 (charge -1) at a distorted geometry, from the OMol25 dataset.

Summary:
Strongest force on any atom: 5.0 eV/Å
Orbital gap: 6.57 eV
Charge: -1

Geometry as XYZ:
```
31
Properties=species:S:1:pos:R:3:mulliken_charge:R:1
C 2.91 -0.45 -0.10 -1.22
C 2.24 -0.09 1.24 -0.40
C 0.83 -0.64 1.44 -0.63
C -0.31 0.36 1.16 0.96
C -0.18 1.66 1.92 -1.79
C -0.49 0.56 -0.37 0.27
O -0.19 1.79 -0.86 -1.05
B -0.45 1.63 -2.35 1.11
O -1.58 0.66 -2.37 -0.74
C -1.84 0.19 -1.04 0.00
C -2.15 -1.28 -1.32 -0.63
C -2.10 -2.18 -0.11 0.10
O -2.63 -2.03 0.87 -0.38
I -0.90 -4.03 -0.34 -0.18
H 3.50 -1.36 -0.05 0.32
H 2.21 -0.55 -0.92 0.33
H 3.60 0.34 -0.38 0.32
H 2.87 -0.50 2.02 0.38
H 2.29 0.99 1.36 0.22
H 0.65 -1.54 0.86 0.07
H 0.74 -0.92 2.49 0.45
H -1.21 -0.12 1.52 0.26
H -0.32 1.48 2.98 0.43
H -1.00 2.30 1.62 0.43
H 0.73 2.20 1.73 0.32
H 0.19 -0.19 -0.82 -0.44
H -0.73 2.72 -2.82 -0.30
H 0.62 1.20 -2.81 -0.30
H -2.68 0.81 -0.75 0.33
H -1.47 -1.67 -2.06 0.40
H -3.15 -1.35 -1.73 0.38
```

---

No. 4
The following is a quantum chemistry calculation of a molecular structure, C3H5O2 at a distorted geometry, from the OMol25 dataset.

Summary:
Strongest force on any atom: 3.1 eV/Å
Orbital gap: 11.56 eV
Energy above the lowest of the compared OMol25 structures with the same formula, charge and spin: 25.4 kcal/mol
Charge: +1

Geometry as XYZ:
```
10
Properties=species:S:1:pos:R:3:mulliken_charge:R:1
C -1.94 0.26 0.52 0.02
C 0.39 0.29 -0.45 0.78
C 1.58 -0.38 -0.05 -0.89
O -0.07 0.73 -1.41 -0.27
O -0.81 -0.08 0.81 -0.25
H -2.78 0.05 1.22 0.30
H -2.12 0.90 -0.41 0.27
H 2.54 0.07 -0.57 0.36
H 1.65 -1.31 -0.69 0.33
H 1.55 -0.54 1.03 0.34
```

---

No. 5
The following is a quantum chemistry calculation of a molecular structure, C24H19N6O6V at a distorted geometry, from the OMol25 dataset.

Summary:
Strongest force on any atom: 4.4 eV/Å
Orbital gap: 6.00 eV
Charge: +2

Geometry as XYZ:
```
56
Properties=species:S:1:pos:R:3:mulliken_charge:R:1
V 0.30 0.15 0.46 -0.06
C 1.34 3.01 4.88 -0.45
C 0.14 3.07 4.18 -0.90
C -0.21 2.04 3.33 0.21
C 0.62 0.92 3.21 -0.75
C 1.82 0.86 3.95 0.45
C 2.18 1.91 4.76 -0.96
N 0.27 -0.13 2.36 0.99
C 0.33 -1.42 2.83 -0.52
C 0.02 -1.83 4.13 -0.35
C 0.08 -3.17 4.44 -0.72
C 0.48 -4.12 3.48 -0.63
C 0.81 -3.74 2.21 -0.58
C 0.73 -2.38 1.88 1.25
N 1.02 -1.81 0.67 1.45
N 1.42 -2.45 -0.32 -1.23
C 1.48 -1.69 -1.47 0.32
C 2.09 -2.17 -2.62 -0.60
C 2.12 -1.34 -3.74 -0.32
C 1.54 -0.08 -3.67 -0.86
C 0.94 0.32 -2.49 -0.18
N 0.91 -0.47 -1.41 0.38
H 1.61 3.83 5.54 0.45
H -0.53 3.91 4.31 0.49
H -1.17 2.05 2.81 0.27
H 2.47 0.00 3.83 0.56
H 3.12 1.89 5.29 0.45
H -0.32 -1.10 4.86 0.56
H -0.18 -3.50 5.43 0.47
H 0.52 -5.17 3.76 0.45
H 1.12 -4.46 1.46 0.52
H 2.54 -3.15 -2.63 0.57
H 2.59 -1.68 -4.65 0.44
H 1.52 0.58 -4.53 0.47
H 0.43 1.28 -2.40 0.50
C -0.86 4.33 -0.29 -1.47
C -1.67 3.19 0.21 0.30
N -1.37 1.90 0.14 -0.14
C -2.44 1.23 0.68 0.49
C -3.40 2.12 1.09 0.14
N -2.89 3.34 0.77 0.04
C -4.69 2.05 1.86 0.49
O -5.18 0.86 2.11 -0.49
O -5.18 3.08 2.22 -0.54
C -2.37 -0.24 0.76 0.50
O -3.21 -0.95 1.22 -0.73
O -1.18 -0.62 0.29 -0.15
H -0.19 4.01 -1.08 0.30
H -0.25 4.76 0.52 0.30
H -1.51 5.11 -0.67 0.48
H -3.39 4.19 0.98 0.25
H -4.66 0.11 1.76 0.39
O 2.81 2.77 1.43 -0.34
C 2.46 2.21 0.45 -0.20
O 1.47 1.28 0.45 -0.21
H 2.87 2.40 -0.55 0.44
```

---

No. 6
The following is a quantum chemistry calculation of 2 unconnected molecules or ions with the total composition C38H34N3O at a distorted geometry, from the OMol25 dataset.

Summary:
Strongest force on any atom: 1.5 eV/Å
Orbital gap: 4.63 eV
Energy above the lowest of the compared OMol25 structures with the same formula, charge and spin: 1.9 kcal/mol
Charge: +1

Geometry as XYZ:
```
76
Properties=species:S:1:pos:R:3:mulliken_charge:R:1
C 3.30 -5.62 -2.58 -0.34
C 2.86 -6.01 -1.33 -0.61
C 2.79 -5.09 -0.31 -0.35
C 3.14 -3.76 -0.51 0.37
C 3.08 -2.80 0.62 0.98
C 3.70 -1.54 0.51 -0.95
N 3.76 -0.58 1.49 0.35
C 3.38 -0.88 2.77 -0.20
C 3.45 0.03 3.80 -0.87
C 3.90 1.30 3.57 -0.69
C 4.29 1.69 2.28 1.06
C 4.23 0.74 1.22 0.86
C 4.61 1.17 -0.06 -0.83
C 4.98 2.47 -0.29 -0.90
C 5.02 3.40 0.74 -0.56
C 4.70 3.01 2.01 -0.82
O 2.48 -3.15 1.65 -0.84
C 3.56 -3.39 -1.79 -0.29
C 3.64 -4.31 -2.80 -0.86
H 3.37 -6.35 -3.38 0.42
H 2.59 -7.04 -1.15 0.40
H 2.45 -5.38 0.67 0.44
H 4.21 -1.33 -0.41 0.15
H 2.99 -1.87 2.96 0.60
H 3.12 -0.26 4.78 0.45
H 3.95 2.01 4.38 0.42
H 4.62 0.48 -0.88 0.44
H 5.26 2.78 -1.29 0.45
H 5.31 4.41 0.54 0.43
H 4.76 3.72 2.81 0.40
H 3.79 -2.36 -1.99 0.44
H 3.99 -4.00 -3.78 0.39
C -6.02 -1.28 0.74 -1.68
C -4.68 -1.29 0.11 0.20
N -4.09 -2.42 -0.40 0.16
C -4.73 -3.74 -0.50 -0.98
C -2.86 -2.08 -0.99 -0.25
C -2.68 -0.70 -0.83 1.66
C -1.58 -0.08 -1.43 -0.16
C -0.66 -0.84 -2.11 -1.06
C -0.83 -2.22 -2.24 -0.74
C -1.93 -2.85 -1.70 -1.17
C -3.83 -0.19 -0.10 1.20
C -4.15 1.16 0.18 -1.16
C -3.26 2.26 0.17 1.00
C -3.60 3.57 -0.23 0.13
C -4.91 4.05 -0.72 -1.64
N -2.46 4.34 -0.22 0.11
C -2.38 5.72 -0.69 -0.96
C -1.38 3.58 0.25 -0.05
C -1.85 2.29 0.52 0.87
C -0.99 1.33 1.06 -0.32
C 0.33 1.66 1.25 -0.38
C 0.81 2.94 0.95 -0.25
C -0.03 3.91 0.46 -1.43
H -6.27 -0.30 1.16 0.38
H -6.79 -1.53 0.00 0.40
H -6.08 -2.01 1.54 0.39
H -4.09 -4.44 -1.03 0.36
H -4.93 -4.13 0.50 0.32
H -5.67 -3.65 -1.04 0.35
H -1.48 0.99 -1.38 0.51
H 0.19 -0.36 -2.56 0.48
H -0.11 -2.79 -2.79 0.48
H -2.08 -3.90 -1.82 0.26
H -5.20 1.37 0.32 0.33
H -5.68 3.30 -0.60 0.33
H -5.22 4.95 -0.18 0.40
H -4.85 4.31 -1.78 0.38
H -1.37 6.12 -0.57 0.36
H -2.64 5.77 -1.74 0.33
H -3.06 6.35 -0.12 0.32
H -1.37 0.36 1.32 0.50
H 1.02 0.92 1.63 0.46
H 1.85 3.17 1.11 0.36
H 0.32 4.90 0.25 0.26
```

---

No. 7
The following is a quantum chemistry calculation of 2 unconnected molecules or ions with the total composition C16H17NO at a distorted geometry, from the OMol25 dataset.

Summary:
Strongest force on any atom: 2.8 eV/Å
Orbital gap: 8.46 eV
Energy above the lowest of the compared OMol25 structures with the same formula, charge and spin: 22.1 kcal/mol
Charge: 0

Geometry as XYZ:
```
35
Properties=species:S:1:pos:R:3:mulliken_charge:R:1
C 3.49 1.77 1.22 -1.27
C 0.43 2.37 -0.85 -0.01
C 1.82 2.51 -0.68 0.69
C 2.17 1.88 0.56 0.57
C 0.99 1.40 1.08 -0.78
C -0.27 3.05 -1.84 -0.43
C 0.40 3.94 -2.64 -0.67
C 1.83 4.02 -2.54 -0.42
C 2.51 3.40 -1.51 -0.58
N -0.09 1.76 0.28 -0.03
H -1.36 3.03 -1.86 0.32
H 0.07 4.34 -3.59 0.32
H -1.00 1.34 0.29 0.22
H 2.41 4.66 -3.19 0.36
H 0.84 0.78 1.95 0.44
H 3.56 3.57 -1.31 0.33
H 3.40 1.38 2.23 0.35
H 3.98 2.75 1.23 0.31
H 4.17 1.10 0.68 0.28
C -2.08 -3.81 -1.66 -1.37
C -1.63 -3.95 2.07 -0.61
C -1.71 -4.36 0.75 -0.45
C -1.67 -2.59 2.38 0.69
C -1.93 -3.39 -0.23 0.64
C -2.02 -1.65 1.46 -0.43
C -2.12 -2.06 0.10 -0.40
O -1.36 -2.31 3.69 -0.55
H -1.22 -4.60 2.83 0.32
H -1.42 -5.36 0.47 0.30
H -1.36 -1.35 3.79 0.30
H -1.98 -0.58 1.67 0.23
H -1.85 -4.85 -1.86 0.35
H -1.38 -3.32 -2.36 0.32
H -2.58 -1.30 -0.52 0.35
H -3.05 -3.53 -2.09 0.30
```

---

No. 8
The following is a quantum chemistry calculation of a molecular structure, C47H57GeIN7O3Ti at a distorted geometry, from the OMol25 dataset.

Summary:
Strongest force on any atom: 1.1 eV/Å
Orbital gap (alpha / beta): 6.39 / 6.22 eV
Energy above the lowest of the compared OMol25 structures with the same formula, charge and spin: 0.0 kcal/mol
Charge: +2
2S+1: 2

Geometry as XYZ:
```
117
Properties=species:S:1:pos:R:3:mulliken_charge:R:1
Ti 0.25 0.80 -0.72 -1.46
C 2.78 -1.36 -3.75 -1.89
C 1.76 -0.90 -2.75 0.33
N 1.56 0.32 -2.43 0.71
C 2.34 1.41 -3.01 -1.16
C 1.50 2.67 -2.90 -0.93
N 1.01 2.76 -1.51 0.49
C 0.07 3.89 -1.27 -1.36
C -0.88 3.55 -0.12 -0.47
N -0.25 2.48 0.69 1.74
C -1.05 2.02 1.84 -0.73
C -2.05 0.98 1.39 -1.18
N -1.34 0.02 0.54 1.12
C -1.72 -1.20 0.42 0.88
C -2.88 -1.81 1.14 -2.05
C -0.88 -2.00 -0.52 0.46
C -0.99 -3.37 -0.69 -0.64
C -0.12 -3.99 -1.58 -1.55
C 0.81 -3.23 -2.27 -0.86
C 0.86 -1.86 -2.05 0.69
N 0.03 -1.27 -1.18 1.15
H 2.46 -1.08 -4.76 0.40
H 2.94 -2.43 -3.72 0.48
H 3.73 -0.86 -3.56 0.46
H 2.62 1.22 -4.05 0.65
H 3.26 1.52 -2.42 0.46
H 0.64 2.60 -3.56 0.40
H 2.08 3.55 -3.19 0.47
H 1.83 2.87 -0.89 0.10
H -0.50 4.06 -2.18 0.46
H 0.63 4.79 -1.05 0.51
H -1.82 3.17 -0.51 0.15
H -1.08 4.43 0.49 0.64
H 0.63 2.85 1.06 -1.12
H -1.55 2.85 2.35 0.51
H -0.36 1.57 2.55 0.05
H -2.85 1.43 0.79 0.20
H -2.51 0.51 2.26 0.71
H -3.74 -1.14 1.11 0.46
H -2.63 -1.96 2.20 0.37
H -3.18 -2.76 0.72 0.59
H -1.72 -3.95 -0.15 0.52
H -0.16 -5.06 -1.73 0.54
H 1.50 -3.70 -2.96 0.46
O -1.35 1.31 -2.05 0.38
C -2.22 0.81 -2.80 0.28
C -3.63 1.34 -2.78 -1.24
C -4.62 0.33 -2.18 -0.03
C -5.08 -0.75 -3.15 -0.92
C -3.98 -1.66 -3.69 -0.33
C -2.88 -0.93 -4.45 -0.89
N -1.94 -0.22 -3.58 0.13
H -3.93 1.61 -3.79 0.57
H -3.60 2.26 -2.19 0.30
H -5.50 0.89 -1.84 0.47
H -4.18 -0.12 -1.28 -0.17
H -5.57 -0.26 -4.00 0.33
H -5.85 -1.36 -2.67 0.41
H -4.43 -2.39 -4.36 0.42
H -3.52 -2.23 -2.87 0.07
H -3.31 -0.23 -5.17 0.36
H -2.28 -1.64 -5.02 0.48
H -0.99 -0.55 -3.53 0.15
O 3.06 2.25 0.40 -0.53
C 2.76 1.17 0.90 0.06
O 1.76 0.45 0.47 0.00
C 3.52 0.60 2.08 0.03
C 2.99 1.18 3.40 -1.37
Ge 3.41 3.07 3.77 2.28
C 2.99 3.41 5.63 -0.19
C 3.09 4.72 6.13 -0.10
C 2.78 5.01 7.44 -0.80
C 2.35 4.00 8.30 -0.49
C 2.24 2.70 7.82 -0.65
C 2.56 2.41 6.50 -0.45
C 5.29 3.42 3.43 -0.15
C 6.14 3.68 4.51 -0.73
C 7.50 3.91 4.31 -0.74
C 8.02 3.90 3.02 -0.53
C 7.19 3.64 1.94 -1.09
C 5.84 3.40 2.14 0.52
C 2.23 4.30 2.78 -0.09
C 0.92 4.46 3.25 -0.38
C 0.07 5.41 2.71 -0.70
C 0.52 6.25 1.70 -0.47
C 1.81 6.10 1.21 -0.84
C 2.66 5.13 1.75 -0.14
H 4.58 0.84 1.96 0.59
H 3.40 -0.48 2.06 -0.92
H 3.46 0.62 4.22 0.64
H 1.92 1.00 3.50 0.40
H 3.42 5.52 5.47 0.46
H 2.87 6.02 7.81 0.41
H 2.11 4.22 9.33 0.40
H 1.91 1.91 8.49 0.41
H 2.47 1.38 6.16 0.23
H 5.74 3.70 5.51 0.37
H 8.14 4.11 5.15 0.43
H 9.08 4.08 2.87 0.39
H 7.60 3.62 0.94 0.45
H 5.21 3.19 1.29 0.44
H 0.58 3.86 4.09 0.54
H -0.93 5.54 3.12 0.50
H -0.12 7.03 1.31 0.41
H 2.19 6.77 0.45 0.48
H 3.67 5.05 1.38 0.36
I 4.14 -2.52 -0.45 0.05
C 2.99 -3.01 1.24 0.03
C 3.68 -3.29 2.42 -0.64
C 2.93 -3.59 3.55 -0.34
C 1.54 -3.59 3.45 -1.02
C 0.98 -3.31 2.22 0.10
N 1.68 -3.02 1.12 0.21
H 4.76 -3.28 2.45 0.46
H 3.42 -3.81 4.48 0.44
H 0.92 -3.82 4.30 0.46
H -0.10 -3.33 2.10 0.24
```

---

No. 9
The following is a quantum chemistry calculation of a gas-phase ion, CH3O4P2 (charge -1) at a distorted geometry, from the OMol25 dataset.

Summary:
Strongest force on any atom: 4.1 eV/Å
Orbital gap: 7.85 eV
Energy above the lowest of the compared OMol25 structures with the same formula, charge and spin: 83.6 kcal/mol
Charge: -1

Geometry as XYZ:
```
10
Properties=species:S:1:pos:R:3:mulliken_charge:R:1
C 1.82 0.68 -0.07 0.51
O 2.03 -0.05 -1.00 -0.62
O 2.30 1.71 0.30 -0.62
O -2.50 -0.34 -0.14 -0.49
O 0.22 -1.70 0.36 -0.59
P -1.34 0.77 -0.51 0.05
P 0.26 0.02 1.00 0.05
H -1.98 -1.14 0.10 0.36
H 0.59 -1.76 -0.48 0.31
H -1.39 1.81 0.44 0.03
```

---

No. 10
The following is a quantum chemistry calculation of a molecular structure, C10H10BrCuNO3 at a distorted geometry, from the OMol25 dataset.

Summary:
Strongest force on any atom: 3.3 eV/Å
Orbital gap (alpha / beta): 6.07 / 5.62 eV
Energy above the lowest of the compared OMol25 structures with the same formula, charge and spin: 0.0 kcal/mol
Charge: -2
2S+1: 2

Geometry as XYZ:
```
26
Properties=species:S:1:pos:R:3:mulliken_charge:R:1
C -0.63 2.94 0.36 -0.34
C -0.25 2.95 1.74 -1.05
C 0.82 1.98 1.88 -0.81
H -0.68 3.56 2.53 0.42
C 0.96 1.31 0.59 0.09
C 0.11 1.95 -0.32 -0.46
H 0.10 1.75 -1.39 0.47
H -1.34 3.63 -0.07 0.39
H 1.48 1.90 2.75 0.45
H 1.65 0.50 0.36 0.44
Cu -1.02 1.18 2.24 -0.04
Br -2.70 -0.22 1.89 -0.53
C 0.11 -2.23 -1.10 0.31
C 0.47 -1.17 -2.01 -0.70
C -0.72 -0.54 -2.47 -0.49
H 1.49 -0.90 -2.29 0.39
C -1.84 -1.32 -1.99 -0.32
C -1.34 -2.30 -1.09 -0.85
H -1.95 -3.01 -0.53 0.36
H 0.73 -3.03 -0.71 0.46
H -0.75 0.27 -3.20 0.41
H -2.90 -1.19 -2.28 0.34
O 2.79 -1.34 2.06 -0.65
N 2.11 -2.03 1.28 0.96
O 2.21 -3.26 1.13 -0.72
O 1.20 -1.40 0.56 -0.55
```

---

> Number 4 is which compound?

C3H5O2

---

> The lowest charge belongs to which entry?

C10H10BrCuNO3